(1)
Computed, not measured: 13 unconnected molecules or ions with the total composition BF4H24O12 in a non-equilibrium geometry, with ωB97M-V with the def2-TZVPD basis set.

Positions of all 41 atoms, in Å:
B: -0.670 0.950 0.422
F: -1.359 -0.207 0.814
F: 0.094 0.498 -0.685
F: -1.553 1.955 -0.047
F: 0.197 1.448 1.366
O: -3.135 -1.891 -0.640
H: -2.605 -1.292 -0.145
H: -2.651 -2.536 -1.092
O: 0.797 -1.806 2.037
H: 1.398 -2.395 2.516
H: 0.506 -1.231 2.730
O: 1.914 1.709 3.480
H: 2.129 2.594 3.819
H: 1.625 1.803 2.574
O: 0.201 3.875 -0.286
H: 0.684 3.833 0.491
H: -0.625 3.363 -0.149
O: 0.563 -2.478 -0.840
H: -0.150 -2.043 -1.337
H: 0.346 -1.935 -0.082
O: -1.741 1.395 -3.143
H: -1.978 1.443 -2.267
H: -2.462 1.094 -3.708
O: 2.510 1.875 -0.557
H: 1.682 2.107 -0.111
H: 2.563 0.934 -0.445
O: -0.495 -0.200 4.020
H: -0.518 0.660 3.542
H: 0.034 -0.082 4.765
O: -0.961 -1.189 -2.859
H: -1.209 -0.290 -2.668
H: -1.776 -1.641 -3.052
O: 2.853 -0.762 -1.356
H: 2.693 -0.818 -2.247
H: 2.141 -1.221 -0.957
O: 1.428 0.583 -3.510
H: 0.935 1.237 -4.039
H: 0.789 0.260 -2.892
O: -1.458 -3.492 1.945
H: -0.730 -2.897 1.916
H: -2.004 -3.212 2.677

total charge = -1
HOMO level = -6.821 eV
gap between HOMO and LUMO = 9.37 eV
LUMO level = 2.545 eV
energy above the lowest of the compared OMol25 structures with the same formula, charge and spin = 147.06 kJ/mol

Atom charges from the Löwdin analysis, given in e for atoms 1 to 6: -1.24, 0.13, 0.12, 0.10, 0.15, -0.02

(2)
Computed, not measured: 37 unconnected molecules or ions with the total composition BF4H72O36 in a non-equilibrium geometry, with ωB97M-V with the def2-TZVPD basis set.

Positions of all 113 atoms, in Å:
B: 10.103 -22.838 -5.357
F: 8.930 -22.074 -5.234
F: 10.542 -22.601 -6.648
F: 11.053 -22.495 -4.417
F: 9.725 -24.163 -5.120
O: 14.491 -26.344 -4.467
H: 15.085 -26.693 -5.131
H: 13.769 -25.964 -4.967
O: 6.646 -23.276 -4.811
H: 6.074 -22.606 -5.184
H: 7.488 -23.142 -5.245
O: 8.416 -18.648 -2.030
H: 8.376 -17.714 -2.235
H: 8.321 -19.084 -2.877
O: 6.312 -20.105 -1.068
H: 7.023 -19.619 -1.485
H: 5.515 -19.669 -1.370
O: 12.557 -24.564 -9.955
H: 12.008 -25.224 -9.531
H: 11.953 -23.856 -10.178
O: 12.729 -20.787 -8.727
H: 12.355 -21.356 -9.400
H: 11.993 -20.251 -8.429
O: 9.380 -22.092 0.062
H: 9.467 -22.478 -0.809
H: 8.850 -22.721 0.552
O: 11.363 -28.471 -5.602
H: 10.478 -28.557 -5.248
H: 11.912 -28.302 -4.836
O: 6.690 -26.008 -3.819
H: 5.799 -26.355 -3.855
H: 6.656 -25.205 -4.339
O: 11.202 -18.077 -6.167
H: 11.207 -18.422 -7.060
H: 12.032 -18.370 -5.792
O: 6.317 -17.908 -4.421
H: 5.671 -17.341 -3.999
H: 7.139 -17.423 -4.360
O: 8.829 -19.518 -4.619
H: 8.986 -20.367 -5.033
H: 9.406 -18.913 -5.085
O: 8.813 -25.380 -7.377
H: 9.153 -24.774 -6.718
H: 8.246 -24.841 -7.928
O: 12.973 -24.383 -1.240
H: 13.125 -23.440 -1.183
H: 12.203 -24.536 -0.693
O: 5.168 -20.324 -4.995
H: 5.580 -19.616 -4.500
H: 5.326 -20.100 -5.912
O: 12.831 -27.062 -2.316
H: 13.284 -26.982 -3.155
H: 12.879 -26.186 -1.932
O: 3.531 -22.645 -5.856
H: 3.244 -23.215 -5.143
H: 4.129 -22.024 -5.442
O: 13.654 -22.298 -6.563
H: 14.128 -21.661 -6.029
H: 13.261 -21.779 -7.264
O: 7.473 -19.340 -9.031
H: 7.427 -18.512 -9.510
H: 6.959 -19.187 -8.238
O: 14.842 -26.070 -8.510
H: 14.540 -26.208 -9.408
H: 14.161 -25.530 -8.108
O: 16.073 -23.131 -7.623
H: 16.265 -24.053 -7.455
H: 15.229 -22.980 -7.197
O: 8.969 -21.503 -9.092
H: 8.453 -20.708 -9.231
H: 9.377 -21.377 -8.236
O: 11.056 -22.081 -10.851
H: 10.583 -21.967 -11.676
H: 10.369 -22.145 -10.188
O: 10.715 -18.903 -8.813
H: 9.989 -19.390 -9.202
H: 11.036 -18.345 -9.521
O: 7.129 -27.425 -7.795
H: 7.821 -26.765 -7.776
H: 6.583 -27.224 -7.035
O: 15.380 -20.404 -5.728
H: 16.056 -20.736 -5.136
H: 15.836 -19.768 -6.279
O: 8.957 -27.795 -4.191
H: 8.809 -26.917 -4.542
H: 8.306 -27.889 -3.496
O: 15.472 -24.563 -2.713
H: 14.673 -24.631 -2.190
H: 15.392 -25.261 -3.364
O: 9.409 -23.246 -2.325
H: 10.177 -23.785 -2.134
H: 9.599 -22.851 -3.176
O: 6.521 -23.024 -1.862
H: 7.240 -22.992 -2.493
H: 6.363 -22.109 -1.632
O: 12.414 -24.802 -5.478
H: 11.461 -24.715 -5.477
H: 12.734 -23.934 -5.721
O: 7.114 -25.910 -1.306
H: 7.056 -25.987 -2.258
H: 7.028 -24.973 -1.135
O: 11.173 -26.250 -8.374
H: 11.569 -26.852 -7.744
H: 10.263 -26.169 -8.089
O: 12.895 -21.407 -1.055
H: 12.379 -20.873 -1.659
H: 12.458 -21.304 -0.210
O: 11.496 -20.224 -3.060
H: 10.634 -19.859 -3.262
H: 11.594 -20.958 -3.666
O: 13.855 -18.168 -5.317
H: 13.908 -17.747 -4.459
H: 14.442 -18.922 -5.252

total charge = -1
HOMO level = -7.774 eV
gap between HOMO and LUMO = 8.44 eV
LUMO level = 0.669 eV
energy above the lowest of the compared OMol25 structures with the same formula, charge and spin = 238.82 kJ/mol

Atom charges from the Löwdin analysis, given in e for atoms 1 to 6: -1.30, 0.11, 0.18, 0.16, 0.14, -0.05

(3)
Computed, not measured: a molecular structure, BF4K3 in a non-equilibrium geometry, with ωB97M-V with the def2-TZVPD basis set.

Positions of all 8 atoms, in Å:
K: -3.755 -16.184 7.069
K: -2.451 -20.389 6.214
K: 1.213 -18.302 8.335
B: -0.958 -17.255 5.927
F: -1.664 -17.626 7.145
F: -0.877 -18.413 5.127
F: -1.679 -16.243 5.324
F: 0.333 -16.867 6.310

total charge = +2
HOMO level = -19.808 eV
gap between HOMO and LUMO = 12.61 eV
LUMO level = -7.193 eV
energy above the lowest of the compared OMol25 structures with the same formula, charge and spin = 0.00 kJ/mol

Atom charges from the Löwdin analysis, given in e for atoms 1 to 6: 1.06, 1.02, 1.03, -1.28, -0.09, 0.07

(4)
Computed, not measured: a molecular structure, BF4KO4S in a non-equilibrium geometry, with ωB97M-V with the def2-TZVPD basis set.

Positions of all 11 atoms, in Å:
K: 0.344 1.804 1.537
S: 1.080 1.406 -1.779
O: 1.460 0.369 -0.751
O: 0.302 2.504 -1.104
O: 2.291 1.984 -2.406
O: 0.181 0.745 -2.756
B: -1.127 -1.763 1.407
F: -0.013 -2.528 1.050
F: -1.956 -2.547 2.280
F: -0.720 -0.638 2.213
F: -1.841 -1.336 0.308

total charge = -2
HOMO level = -0.215 eV
gap between HOMO and LUMO = 4.01 eV
LUMO level = 3.791 eV
energy above the lowest of the compared OMol25 structures with the same formula, charge and spin = 0.00 kJ/mol

Atom charges from the Löwdin analysis, given in e for atoms 1 to 6: 0.89, 0.17, -0.52, -0.59, -0.48, -0.46

(5)
Computed, not measured: a molecular structure, BF4Sn in a non-equilibrium geometry, with ωB97M-V with the def2-TZVPD basis set.

Positions of all 6 atoms, in Å:
Sn: 0.975 -0.625 -2.627
B: -0.213 0.099 0.545
F: 0.600 0.947 -0.152
F: 0.209 0.054 1.858
F: -1.419 0.678 0.310
F: -0.151 -1.153 0.066

2S+1 = 2
total charge = 0
HOMO level (alpha / beta) = -9.218 / -11.520 eV
gap between HOMO and LUMO (alpha / beta) = 6.07 / 8.53 eV
LUMO level (alpha / beta) = -3.153 / -2.993 eV

For each atom in turn, the Löwdin charge in e is: 1.08, -1.54, 0.06, 0.14, 0.15, 0.10

(6)
Computed, not measured: 10 unconnected molecules or ions with the total composition BH24NO8 in a non-equilibrium geometry, with ωB97M-V with the def2-TZVPD basis set.

Positions of all 34 atoms, in Å:
N: -0.427 4.296 -0.353
H: 0.318 3.718 -0.831
H: -0.357 4.105 0.542
H: -1.228 3.938 -0.692
H: -0.411 5.211 -0.530
B: -0.019 -0.128 0.065
H: -0.490 -1.030 -0.564
H: -0.395 -0.191 1.159
H: 1.106 -0.269 0.208
H: -0.320 0.997 -0.538
O: 1.086 1.144 -2.984
H: 0.343 1.515 -3.408
H: 1.047 0.689 -2.046
O: 0.449 2.675 2.270
H: 1.481 2.661 2.121
H: 0.405 1.784 1.837
O: 0.486 -2.940 2.251
H: 1.327 -2.759 1.943
H: 0.260 -1.973 2.341
O: 2.065 -1.493 -2.621
H: 1.568 -1.092 -1.925
H: 1.773 -1.147 -3.408
O: 3.110 -2.870 1.026
H: 3.202 -3.514 0.257
H: 2.937 -1.969 0.716
O: -2.423 0.503 3.601
H: -1.718 0.053 3.382
H: -2.527 1.340 3.236
O: -3.731 -0.207 -0.375
H: -4.267 -0.732 -0.786
H: -2.998 -0.794 -0.258
O: -0.335 -4.130 -1.881
H: -0.712 -3.653 -1.168
H: -0.607 -3.726 -2.583

total charge = 0
HOMO level = -9.748 eV
gap between HOMO and LUMO = 8.26 eV
LUMO level = -1.489 eV
energy above the lowest of the compared OMol25 structures with the same formula, charge and spin = 121.06 kJ/mol

Atom charges from the Löwdin analysis, given in e for atoms 1 to 6: 0.42, 0.20, 0.05, 0.11, 0.11, -0.41

(7)
Computed, not measured: 12 unconnected molecules or ions with the total composition BH28NO10 in a non-equilibrium geometry, with ωB97M-V with the def2-TZVPD basis set.

Positions of all 40 atoms, in Å:
N: -0.233 0.201 -0.199
H: -0.962 -0.353 0.046
H: -0.572 1.052 -0.604
H: 0.529 -0.353 -0.811
H: 0.349 0.473 0.559
B: 3.476 -1.338 2.048
H: 4.483 -0.894 1.954
H: 3.306 -2.296 1.229
H: 3.299 -1.854 3.099
H: 2.623 -0.524 1.773
O: -2.075 -1.731 -1.717
H: -1.922 -1.501 -2.576
H: -1.753 -2.556 -1.441
O: -3.052 1.263 -0.864
H: -3.603 0.487 -0.440
H: -3.484 1.414 -1.684
O: -1.924 -0.213 2.790
H: -2.045 -1.134 3.022
H: -2.700 0.248 2.864
O: 1.854 -0.013 -2.746
H: 1.264 0.134 -3.545
H: 2.557 -0.478 -3.163
O: -0.965 2.905 1.528
H: -1.823 3.242 1.185
H: -0.774 3.285 2.297
O: 3.763 0.185 -0.876
H: 3.785 -0.380 0.020
H: 3.047 0.108 -1.576
O: -0.083 -2.766 0.572
H: 0.374 -3.057 1.365
H: 0.276 -3.143 -0.276
O: -2.594 -3.250 1.674
H: -2.678 -4.204 1.828
H: -1.666 -2.984 1.248
O: -1.123 3.020 -2.696
H: -0.376 3.117 -3.240
H: -0.929 3.405 -1.862
O: 0.616 3.746 -0.521
H: 1.558 3.324 -0.596
H: 0.178 3.415 0.329

total charge = 0
HOMO level = -7.544 eV
gap between HOMO and LUMO = 6.84 eV
LUMO level = -0.704 eV
energy above the lowest of the compared OMol25 structures with the same formula, charge and spin = 47.63 kJ/mol

Atom charges from the Löwdin analysis, given in e for atoms 1 to 6: 0.34, 0.03, 0.08, 0.19, 0.11, -0.47

(8)
Computed, not measured: 2 unconnected molecules or ions with the total composition BH4NO in a non-equilibrium geometry, with ωB97M-V with the def2-TZVPD basis set.

Positions of all 7 atoms, in Å:
B: 2.165 -0.647 0.003
N: -1.699 0.306 -0.187
O: 2.775 0.249 -0.501
H: 1.840 -1.396 0.793
H: -1.993 -0.223 0.602
H: -0.709 0.630 -0.270
H: -2.378 1.080 -0.440

total charge = 0
SMILES string = B=O.N
HOMO level = -9.813 eV
gap between HOMO and LUMO = 10.43 eV
LUMO level = 0.616 eV
energy above the lowest of the compared OMol25 structures with the same formula, charge and spin = 165.10 kJ/mol

Atom charges from the Löwdin analysis, given in e for atoms 1 to 6: -0.12, -0.01, 0.07, 0.04, -0.02, 0.01

(9)
Computed, not measured: 2 unconnected molecules or ions with the total composition BH4NO2 in a non-equilibrium geometry, with ωB97M-V with the def2-TZVPD basis set.

Positions of all 8 atoms, in Å:
B: 0.213 -0.095 0.420
N: 1.117 -0.731 -0.270
O: -0.190 0.215 1.568
O: -1.197 1.259 -0.774
H: 1.518 -1.585 0.236
H: 1.235 -0.734 -1.315
H: -0.881 0.892 1.441
H: -1.814 0.779 -1.307

total charge = 0
HOMO level = -8.860 eV
gap between HOMO and LUMO = 9.00 eV
LUMO level = 0.138 eV
energy above the lowest of the compared OMol25 structures with the same formula, charge and spin = 351.96 kJ/mol

Atom charges from the Löwdin analysis, given in e for atoms 1 to 6: -0.50, 0.23, 0.26, -0.33, 0.15, 0.14

(10)
Computed, not measured: a molecular structure, BaH16O8, with ωB97M-V with the def2-TZVPD basis set.

Positions of all 25 atoms, in Å:
Ba: -0.223 0.068 -0.239
O: 2.297 0.741 0.538
H: 2.689 1.476 1.035
H: 2.971 0.046 0.537
O: 0.677 2.362 -1.551
H: 0.246 3.064 -2.059
H: 1.624 2.537 -1.639
O: 1.552 -0.605 -2.415
H: 2.186 -0.089 -2.931
H: 1.752 -1.530 -2.611
O: -1.919 2.280 0.045
H: -2.213 2.915 0.712
H: -2.507 2.446 -0.708
O: -0.754 -2.352 -1.426
H: -0.234 -3.089 -1.071
H: -1.534 -2.771 -1.816
O: 0.949 -2.116 1.312
H: 1.759 -2.589 1.549
H: 0.373 -2.209 2.087
O: -0.366 0.451 2.380
H: 0.567 0.653 2.555
H: -0.870 1.102 2.893
O: -2.708 -0.772 0.740
H: -3.472 -1.248 0.385
H: -2.842 -0.770 1.698

total charge = +2
HOMO level = -18.558 eV
gap between HOMO and LUMO = 12.44 eV
LUMO level = -6.113 eV
energy above the lowest of the compared OMol25 structures with the same formula, charge and spin = 12.79 kJ/mol

Atom charges from the Löwdin analysis, given in e for atoms 1 to 6: 2.17, -0.18, 0.09, 0.08, -0.17, 0.08

Which formula does entry 9 have? BH4NO2

What is the total charge in the eighth record? 0

Repeat the eighth record exactly.
Computed, not measured: 2 unconnected molecules or ions with the total composition BH4NO in a non-equilibrium geometry, with ωB97M-V with the def2-TZVPD basis set.

Positions of all 7 atoms, in Å:
B: 2.165 -0.647 0.003
N: -1.699 0.306 -0.187
O: 2.775 0.249 -0.501
H: 1.840 -1.396 0.793
H: -1.993 -0.223 0.602
H: -0.709 0.630 -0.270
H: -2.378 1.080 -0.440

total charge = 0
SMILES string = B=O.N
HOMO level = -9.813 eV
gap between HOMO and LUMO = 10.43 eV
LUMO level = 0.616 eV
energy above the lowest of the compared OMol25 structures with the same formula, charge and spin = 165.10 kJ/mol

Atom charges from the Löwdin analysis, given in e for atoms 1 to 6: -0.12, -0.01, 0.07, 0.04, -0.02, 0.01